{"formula": "C33H42Cl3N2O9S6SiSn", "method": "ωB97M-V/def2-TZVPD", "charge": -1, "homo_ev": -4.53, "homo_lumo_gap_ha": 0.169, "e_above_lowest_kcal_mol": 83.01, "molar_mass_da": 1056.26, "species": ["Sn", "Cl", "Cl", "Cl", "S", "S", "S", "S", "S", "S", "Si", "O", "O", "O", "O", "O", "O", "O", "O", "O", "N", "N", "C", "C", "C", "C", "C", "C", "C", "C", "C", "C", "C", "C", "C", "C", "C", "C", "C", "C", "C", "C", "C", "C", "C", "C", "C", "C", "C", "C", "C", "C", "C", "C", "C", "H", "H", "H", "H", "H", "H", "H", "H", "H", "H", "H", "H", "H", "H", "H", "H", "H", "H", "H", "H", "H", "H", "H", "H", "H", "H", "H", "H", "H", "H", "H", "H", "H", "H", "H", "H", "H", "H", "H", "H", "H", "H"], "coordinates": [[-0.996, -0.181, 0.183], [0.121, -7.712, 1.096], [-0.412, -3.227, 4.038], [0.326, -2.894, -1.309], [-6.822, 1.031, 2.676], [-8.379, -1.232, 3.825], [-2.761, -0.526, 2.398], [-5.466, -1.409, 3.207], [-4.432, 2.470, 1.622], [-0.681, 3.322, -0.866], [2.976, 0.762, 1.680], [-1.791, 2.307, -0.773], [-4.651, 1.502, -3.974], [-4.349, -0.145, -2.625], [2.059, -0.269, -2.812], [-1.809, -0.474, -1.814], [0.802, 0.593, -1.168], [0.594, 1.785, -7.078], [0.026, -1.836, 1.443], [-1.498, 2.072, -7.485], [-3.944, 0.667, -3.425], [-0.581, 1.732, -6.758], [-1.009, 5.896, -1.568], [-0.143, -3.971, 2.487], [-5.114, 1.014, 2.308], [2.471, 3.480, 1.000], [-0.115, -5.353, 2.419], [0.008, -3.135, 1.359], [4.008, 1.449, -0.939], [5.554, 1.303, 1.023], [0.163, -3.837, 0.142], [4.229, -0.294, 3.903], [2.251, 2.447, 2.111], [0.063, -5.967, 1.194], [4.307, 0.673, 0.355], [2.998, 2.932, 3.371], [0.123, 0.849, -4.564], [0.736, 2.393, 2.399], [4.614, -0.777, -0.056], [2.960, -0.529, 3.052], [-2.520, 0.663, -3.784], [-2.216, 1.187, -5.022], [0.196, -5.213, 0.043], [-4.448, -0.139, 2.559], [-1.132, 5.108, -2.875], [-1.527, 0.159, -2.887], [-4.723, 2.097, -0.128], [-6.969, -0.572, 3.266], [-0.901, 1.236, -5.425], [2.997, -1.985, 2.545], [-1.432, 4.927, -0.473], [-0.470, 3.754, -2.623], [1.002, 0.177, -2.372], [-0.168, 0.386, -3.306], [1.713, -0.382, 3.942], [-2.506, 4.728, -0.481], [3.989, 2.523, -0.788], [5.349, -0.744, -0.864], [2.644, 3.945, 3.587], [5.044, -1.359, 0.756], [5.890, 0.773, 1.913], [1.686, 0.567, 4.475], [6.363, 1.262, 0.287], [0.029, 6.209, -1.416], [2.026, 3.167, 0.057], [1.746, -1.178, 4.690], [-3.007, 1.535, -5.669], [3.961, -2.255, 2.125], [0.327, -5.688, -0.919], [0.786, -0.517, 3.382], [3.527, 3.695, 0.838], [4.082, 2.983, 3.233], [2.218, -2.180, 1.814], [-4.121, 1.248, -0.438], [4.294, 0.704, 4.336], [3.085, 1.127, -1.413], [3.732, -1.291, -0.442], [0.603, 3.765, -2.820], [-0.911, 2.924, -3.175], [-5.778, 1.890, -0.299], [-0.242, -5.940, 3.317], [0.399, 3.413, 2.617], [2.814, -2.638, 3.403], [5.403, 2.353, 1.285], [-2.184, 4.963, -3.123], [-1.626, 6.794, -1.569], [4.819, 1.230, -1.641], [4.190, -1.012, 4.728], [0.475, 1.772, 3.250], [5.145, -0.490, 3.347], [-4.422, 2.970, -0.705], [-0.662, 5.627, -3.711], [-1.130, 5.217, 0.533], [1.156, 0.946, -4.865], [0.166, 2.031, 1.544], [1.989, 4.413, 1.311], [2.792, 2.319, 4.247]], "atomic_forces_ev_per_a": [[0.1839, 0.5252, 0.1144], [-0.0132, 0.1106, 0.0156], [0.0834, -0.0570, -0.1191], [0.0678, 0.0024, 0.0608], [-0.0888, 0.1160, -0.0141], [0.0315, 0.0153, -0.0130], [-0.3854, -0.1097, 0.0869], [0.0629, -0.1561, 0.0509], [0.0042, 0.0078, -0.1010], [-0.2560, -0.3981, -0.0013], [0.0617, 0.0494, -0.0767], [0.2796, 0.3040, -0.0311], [-0.0070, 0.0752, 0.0112], [-0.0283, -0.0567, 0.0189], [-0.0876, 0.0355, 0.0759], [-0.1682, -0.0634, 0.1114], [0.2727, -0.0282, 0.3884], [0.0410, 0.0137, -0.0241], [-0.0360, -0.1415, -0.3518], [-0.0471, 0.0066, -0.0176], [0.1665, -0.0840, -0.0241], [-0.0005, -0.0260, 0.1787], [-0.0240, -0.1043, -0.0674], [-0.0732, 0.0166, 0.1054], [0.0740, -0.0538, 0.0713], [0.0579, 0.0421, 0.0228], [-0.0207, -0.0078, 0.0806], [-0.0523, -0.0539, 0.0476], [0.0751, 0.0620, -0.0067], [-0.0030, 0.0299, -0.0088], [0.0377, 0.1014, -0.0241], [0.0022, -0.0217, 0.0219], [-0.2938, 0.0169, -0.1815], [0.0194, -0.0667, -0.0336], [-0.1526, -0.1111, -0.2851], [-0.0295, 0.0102, 0.0590], [0.0353, 0.0616, 0.0059], [0.0821, 0.0713, 0.0834], [0.0607, 0.0131, 0.0239], [-0.2399, -0.2584, -0.0832], [-0.1223, -0.0029, 0.1088], [-0.1008, -0.0127, -0.0614], [0.0031, -0.0828, -0.0031], [0.2103, 0.0577, 0.0143], [0.0387, -0.0256, 0.0723], [0.2148, -0.0183, -0.0875], [-0.0493, 0.0432, -0.0280], [-0.0633, -0.0237, 0.0020], [0.0890, 0.0742, -0.1614], [0.0024, 0.0462, -0.0080], [-0.0045, 0.1165, 0.0126], [-0.0289, 0.0483, -0.0921], [0.0437, -0.0903, -0.1757], [-0.1022, -0.1644, -0.0173], [0.0544, 0.0151, 0.0614], [-0.0071, 0.0370, -0.0043], [0.0242, 0.0451, 0.0011], [-0.0046, -0.0239, 0.0200], [0.0299, -0.0051, 0.0137], [0.0173, -0.0181, 0.0311], [0.0225, -0.0269, -0.0108], [-0.0023, 0.0095, 0.0086], [0.0107, 0.0211, 0.0255], [-0.0077, 0.0071, 0.0008], [-0.0229, -0.0064, 0.0272], [0.0024, 0.0253, 0.0059], [-0.0007, 0.0012, 0.0194], [0.0512, -0.0116, -0.0033], [-0.0113, 0.0183, 0.0051], [0.0414, -0.0337, -0.0041], [0.0191, 0.0193, 0.0229], [-0.0150, 0.0238, -0.0210], [0.0034, 0.0122, -0.0038], [0.0247, -0.0323, 0.0054], [-0.0106, 0.0095, 0.0171], [0.0107, -0.0519, 0.0495], [-0.0081, 0.0486, -0.0056], [-0.0047, 0.0245, 0.0080], [0.0202, 0.0665, 0.0116], [-0.0049, 0.0216, 0.0108], [0.0091, 0.0151, -0.0070], [0.0012, -0.0149, -0.0007], [-0.0109, 0.0037, -0.0144], [-0.0037, -0.0065, -0.0357], [-0.0115, -0.0003, 0.0220], [-0.0053, 0.0132, 0.0300], [0.0060, 0.0163, 0.0220], [0.0057, 0.0314, 0.0098], [-0.0126, -0.0297, 0.0119], [-0.0043, -0.0556, 0.0006], [0.0000, -0.0239, -0.0085], [-0.0158, -0.0132, -0.0236], [-0.0337, 0.0082, -0.0111], [-0.0028, -0.0485, -0.0131], [0.0402, 0.0601, -0.0060], [0.0078, -0.0167, -0.0197], [-0.0246, 0.0116, 0.0051]]}

---

{"formula": "C9H16N", "method": "ωB97M-V/def2-TZVPD", "charge": 1, "homo_ev": -12.19, "homo_lumo_gap_ha": 0.315, "e_above_lowest_kcal_mol": 70.38, "molar_mass_da": 138.23, "species": ["N", "C", "C", "C", "C", "C", "C", "C", "C", "C", "H", "H", "H", "H", "H", "H", "H", "H", "H", "H", "H", "H", "H", "H", "H", "H"], "coordinates": [[1.849, 1.878, -0.162], [-1.896, -1.179, -1.001], [0.516, -1.382, -0.315], [0.261, 2.214, -0.041], [-0.456, -1.012, -1.242], [-2.243, -1.541, 0.258], [0.096, -1.795, 0.964], [1.115, -2.229, 1.881], [-1.235, -1.760, 1.265], [-0.422, 2.707, -1.364], [-2.737, -0.988, -1.824], [-0.057, 2.918, 0.774], [2.334, 2.627, 0.429], [-0.041, -0.740, -2.073], [-0.596, 3.692, -1.484], [2.097, 1.993, -1.234], [1.506, -1.589, -0.646], [1.473, -3.211, 1.537], [2.178, 0.989, 0.027], [-3.312, -1.558, 0.722], [1.943, -1.571, 1.819], [0.823, -1.912, 2.896], [-1.472, -2.216, 2.268], [-0.135, 2.127, -2.288], [-0.055, 1.208, 0.009], [-1.534, 2.330, -1.175]], "atomic_forces_ev_per_a": [[-0.7583, 5.9531, -2.5543], [0.5371, 1.2727, -2.3588], [-2.6705, -0.2182, 0.0147], [-0.0722, 0.1665, -1.7199], [-2.9647, -2.2481, 4.6583], [-1.2131, 0.1307, 3.5657], [-0.3765, 1.1512, -1.7842], [0.6781, 0.2983, 1.3033], [-1.0044, -1.4261, 0.2335], [-1.6105, -5.1365, 0.9305], [2.2716, -0.3370, 1.8547], [1.1933, -1.0979, -0.3606], [-0.2626, -1.5340, -1.3061], [1.4703, 1.5720, -5.4837], [0.3865, 3.4592, -0.5645], [-0.4276, 0.2093, 2.7198], [0.9090, 0.3740, -0.1561], [-0.1921, -0.0750, 1.3006], [0.1806, -2.6320, 1.2847], [1.8196, -0.1917, -1.5982], [1.3069, 0.5837, -0.6718], [-0.1357, -1.7613, 0.1604], [-0.2781, 0.9557, -1.1025], [-0.0106, 0.8809, 0.9668], [-0.8923, -0.8632, 1.0245], [2.1162, 0.5135, -0.3571]]}

---

{"formula": "C25H22F4NO", "method": "ωB97M-V/def2-TZVPD", "charge": 1, "smiles": "Fc1cc(F)cc(C(CC(c2ccccc2)=[N+]2CCOCC2)c2cc(F)cc(F)c2)c1", "homo_ev": -12.10, "homo_lumo_gap_ha": 0.281, "e_above_lowest_kcal_mol": 19.02, "molar_mass_da": 428.45, "species": ["F", "F", "F", "F", "O", "N", "C", "C", "C", "C", "C", "C", "C", "C", "C", "C", "C", "C", "C", "C", "C", "C", "C", "C", "C", "C", "C", "C", "C", "C", "C", "H", "H", "H", "H", "H", "H", "H", "H", "H", "H", "H", "H", "H", "H", "H", "H", "H", "H", "H", "H", "H", "H"], "coordinates": [[-0.444, -1.129, -6.015], [1.853, -4.807, -4.064], [0.936, -5.001, 1.975], [-2.406, -1.825, 3.180], [-2.538, 4.239, 0.192], [-0.341, 2.415, 0.079], [0.774, -2.941, -5.090], [3.073, 1.769, 2.959], [-0.310, -1.269, -1.139], [-1.551, -2.362, 2.236], [0.398, 1.294, 0.225], [0.161, -3.894, 1.685], [-0.780, -3.466, 2.611], [0.599, -3.324, -2.672], [-0.036, -1.829, -4.897], [0.377, 0.140, -0.772], [-0.474, -2.191, 0.084], [1.248, 0.420, 3.778], [-0.514, 3.360, 1.248], [-1.480, -1.807, 0.968], [1.084, -3.664, -3.946], [0.340, -3.288, 0.434], [-1.351, 4.594, 0.901], [-2.188, 3.715, -1.087], [2.441, 1.877, 1.715], [-0.028, -2.066, -2.475], [0.605, 0.526, 2.558], [2.457, 1.042, 3.992], [1.201, 1.239, 1.483], [-1.339, 2.439, -1.030], [-0.483, -1.431, -3.638], [1.131, -3.650, -0.209], [2.894, 2.454, 0.903], [0.229, 0.606, -1.792], [-1.735, 5.043, 1.826], [-2.010, 1.563, -0.912], [-0.720, 5.324, 0.354], [-1.644, 4.456, -1.712], [-3.147, 3.448, -1.549], [4.025, 2.266, 3.116], [0.751, -0.158, 4.580], [-1.175, -0.591, -3.587], [1.351, -0.393, -0.589], [-0.869, -3.937, 3.581], [1.148, -3.244, -6.063], [2.961, 0.980, 4.960], [0.471, 3.683, 1.613], [0.734, -4.043, -1.871], [-2.183, -1.010, 0.706], [-0.373, 0.075, 2.385], [-0.773, 2.344, -1.970], [-1.027, 2.836, 2.079], [-1.324, -0.826, -1.328]], "atomic_forces_ev_per_a": [[0.3912, -0.6878, 1.3937], [-1.1093, 1.4430, 0.1592], [-0.9286, 1.4674, -0.2457], [0.7889, -0.5976, -1.2466], [1.1663, -0.2904, -0.6351], [0.4365, -2.2543, 0.2114], [0.2169, 0.1178, 0.3101], [-0.7363, -0.1889, -0.1605], [-4.1734, -1.1897, 0.8208], [-0.3812, -0.4083, 0.6701], [-2.0899, 0.9451, 0.6516], [0.2589, -0.8487, -0.3796], [0.2435, 0.4627, -0.2700], [0.6398, 0.5698, 0.2073], [-0.5153, -0.0368, -0.7000], [3.0561, -0.4506, -1.8836], [0.2731, 0.0077, 0.2652], [-0.8632, -0.5016, 0.5950], [-0.0440, 0.2776, 0.2844], [-0.3491, 0.5376, 0.7132], [-0.2309, -0.8184, 0.3544], [-0.0610, 0.5973, 0.3223], [-0.2870, -0.0675, -0.1717], [-0.1709, 0.2689, 0.0378], [-0.3847, -0.2085, -0.5098], [0.4567, 0.7333, -0.4164], [0.0953, 0.3224, -1.3238], [1.0217, 0.5028, -0.1799], [0.3425, -0.6725, 1.2671], [-0.2490, -0.3199, 0.2269], [0.4455, 0.6532, -0.4923], [-0.0198, 0.1268, 0.3797], [-0.0294, -0.2133, 0.3324], [1.0726, -0.2428, 0.9764], [0.5241, -0.0479, -0.1647], [0.4913, 0.4106, 0.0080], [-0.5272, -0.1870, 0.0381], [-0.4509, -0.0845, 0.4538], [0.4090, 0.2104, -0.1421], [-0.1419, -0.1034, 0.0082], [0.4301, 0.4571, -0.5143], [0.3342, 0.0397, -0.0001], [0.1552, 1.6467, -0.5888], [-0.0531, 0.0526, -0.0396], [-0.1377, 0.1172, 0.1351], [-0.2346, -0.0535, -0.3109], [-0.3334, -0.2317, -0.2059], [0.3198, 0.2871, -0.3144], [0.3072, -0.1818, 0.1598], [0.3023, -0.0261, 0.2372], [-0.3066, -0.0132, 0.2265], [0.3460, -0.1370, -0.6353], [0.2837, -1.1910, 0.0853]]}